## P
Entry from the OMol25 dataset: a 2-piece molecular cluster, CH6P2S overall (ωB97M-V/def2-TZVPD).

The LUMO energy (alpha / beta) is -0.43 / -1.04 eV.

Element x y z (Å)
C1 1.7880 -0.0340 -1.4696
P1 -1.6654 -0.4060 1.7986
P2 -0.2222 1.4471 0.0247
S1 0.3443 0.7426 -1.7908
H1 2.2473 -0.0131 -0.5527
H2 2.0180 -0.8549 -2.1281
H3 -0.2430 -0.5364 1.8382
H4 -1.3727 -1.1487 0.5778
H5 -2.0904 -1.7529 2.2951
H6 -0.8041 2.5563 -0.5933

Results of the natural (NBO) charge analysis, in e, for atoms 1 through 4: atom 1 (C): -0.6274, atom 2 (P): -0.0200, atom 3 (P): 0.0169, atom 4 (S): 0.2592


## Q
Entry from the OMol25 dataset: a 2-piece molecular cluster, CH6P2S overall (ωB97M-V/def2-TZVPD).

The LUMO energy (alpha / beta) is -1.05 / -0.54 eV.

Element x y z (Å)
C1 -1.7645 1.3821 -0.1757
P1 2.9369 0.1772 -0.2600
P2 -1.9591 -1.5635 0.1791
S1 -2.9408 0.2772 -0.1256
H1 -0.7654 1.0055 0.1037
H2 -1.8957 2.3441 -0.5786
H3 3.6008 0.0479 0.9738
H4 3.7679 -0.8128 -0.9453
H5 1.9278 -0.7366 -0.1877
H6 -2.9080 -2.1212 1.0162

Results of the natural (NBO) charge analysis, in e, for atoms 1 through 4: atom 1 (C): -0.6378, atom 2 (P): 0.0031, atom 3 (P): -0.1029, atom 4 (S): 0.3333


Name the least stable of them. P.


## P
Entry from the OMol25 dataset: a 2-piece molecular cluster, C5H11N2 overall (ωB97M-V/def2-TZVPD).

The LUMO energy (alpha / beta) is -4.47 / -7.55 eV. Its spin multiplicity is 3. As for the net charge: +1. Its expectation value of S² is 2.0204.

Element x y z (Å)
C1 2.9604 -0.6384 -0.6585
C2 1.1104 1.3762 1.1151
C3 -1.3273 0.3987 -1.5012
C4 -1.3192 -0.6665 0.9620
C5 -0.6538 -0.3939 -0.3304
N1 2.0549 0.2426 -0.6883
N2 1.0947 0.4934 0.1984
H1 3.5204 -0.7096 -1.6453
H2 2.9971 -1.5146 0.0559
H3 1.9971 1.8627 1.4505
H4 0.1121 1.5001 1.4661
H5 -2.2345 -0.1263 -1.7316
H6 -1.5588 1.2836 -1.0682
H7 -0.7413 0.3613 -2.4155
H8 -2.2224 -0.1970 1.2151
H9 -0.6605 -0.8221 1.7759
H10 -1.6310 -1.6815 0.6385
H11 -0.0211 -1.1872 -0.6666

Results of the natural (NBO) charge analysis, in e, for atoms 1 through 4: atom 1 (C): -0.3651, atom 2 (C): 0.0756, atom 3 (C): -0.6575, atom 4 (C): -0.7115


## Q
Entry from the OMol25 dataset: an isolated ion of composition C5H11N2 and charge +1 (ωB97M-V/def2-TZVPD).

The LUMO energy (alpha / beta) is -2.79 / -4.85 eV. Its spin multiplicity is 3. As for the net charge: +1. Its expectation value of S² is 2.0064.

Element x y z (Å)
C1 1.3422 1.1205 -0.0908
C2 -1.1911 1.5329 0.2872
C3 2.4749 -1.0308 0.1005
C4 -1.0211 0.1344 -0.4714
C5 -1.8740 -1.0308 -0.1324
N1 0.0281 0.6708 0.3783
N2 2.2914 0.2331 -0.2244
H1 1.4449 1.9077 -0.7630
H2 -1.0454 2.4795 -0.0361
H3 -1.8502 1.3074 1.1512
H4 3.5513 -1.4678 -0.0474
H5 1.7574 -1.5511 0.6745
H6 -0.8711 0.2848 -1.4814
H7 -1.7141 -2.0266 -0.7198
H8 -2.8305 -0.8287 -0.4235
H9 -1.9467 -1.3630 0.8491
H10 0.1270 0.3631 1.2998
H11 3.0136 0.7273 -0.8247

Results of the natural (NBO) charge analysis, in e, for atoms 1 through 4: atom 1 (C): 0.1623, atom 2 (C): -0.2006, atom 3 (C): -0.2025, atom 4 (C): -0.0081


Name the least stable of them. P.


## P
Entry from the OMol25 dataset: a 2-piece molecular cluster, CH4IOPS overall (ωB97M-V/def2-TZVPD).

The LUMO energy (alpha / beta) is -1.23 / -1.46 eV.

Element x y z (Å)
C1 0.5164 -1.1431 0.4112
O1 0.6411 2.0194 -0.8317
P1 -0.9918 -0.7127 1.3842
S1 -0.2874 2.2501 0.4788
I1 -2.5256 -0.7840 -0.4916
H1 0.3213 -1.6963 -0.4638
H2 1.3150 -1.6590 1.0962
H3 0.8844 -0.1964 0.1394
H4 0.1266 1.9220 -1.7227

Results of the natural (NBO) charge analysis, in e, for atoms 1 through 4: atom 1 (C): -0.9988, atom 2 (O): -0.8400, atom 3 (P): 0.4567, atom 4 (S): 0.2913


## Q
Entry from the OMol25 dataset: one molecule with the formula CH4IOPS (ωB97M-V/def2-TZVPD).

The LUMO energy is -1.91 eV. The structure (SMILES) is CP(O)SI.

Element x y z (Å)
C1 -1.0876 -0.7508 0.1593
P1 -0.2019 0.8347 0.5071
O1 -0.2881 1.4911 -1.0035
S1 1.7855 -0.1941 0.4467
I1 4.1238 0.9113 1.0483
H1 -2.1037 -0.4659 0.0150
H2 -0.9357 -1.3573 -0.6728
H3 -0.9764 -1.2163 1.1463
H4 -0.3158 0.7474 -1.6464

Results of the natural (NBO) charge analysis, in e, for atoms 1 through 4: atom 1 (C): -0.9935, atom 2 (P): 1.0694, atom 3 (O): -0.9751, atom 4 (S): -0.3709


Name the least stable of them. P.


## P
Entry from the OMol25 dataset: a 7-piece molecular cluster, C7H28O7 overall (ωB97M-V/def2-TZVPD).

The LUMO energy is 0.23 eV. The structure (SMILES) is CO.CO.CO.CO.CO.CO.CO.

Element x y z (Å)
C1 -4.2284 3.6898 4.2532
O1 -5.0581 3.4866 5.3378
H1 -4.8855 3.6615 3.3840
H2 -3.7756 4.6729 4.3823
H3 -3.5573 2.8372 4.1495
H4 -5.6451 2.8480 4.9267
C2 0.1084 -2.3856 5.9867
O2 1.3767 -1.9047 6.4992
H5 -0.0392 -2.2909 4.9109
H6 -0.1008 -3.3581 6.4323
H7 -0.5810 -1.7182 6.5038
H8 1.3813 -2.0945 7.4402
C3 -8.0922 -1.2961 -0.7286
O3 -7.2074 -1.5414 0.3987
H9 -8.7188 -0.4258 -0.5332
H10 -7.4981 -1.1035 -1.6219
H11 -8.7033 -2.1854 -0.8824
H12 -6.4799 -2.0861 0.0895
C4 -0.6285 0.7278 -0.4491
O4 -0.2415 2.0191 -0.4747
H13 -1.5527 0.5086 -0.9840
H14 0.1641 0.2113 -0.9906
H15 -0.5989 0.4666 0.6087
H16 0.6672 2.1084 -0.1780
C5 1.4944 0.8617 -6.2671
O5 1.5698 0.9394 -7.6533
H17 1.7214 -0.1213 -5.8544
H18 2.0996 1.6189 -5.7686
H19 0.4614 1.0397 -5.9682
H20 1.6285 1.8790 -7.8412
C6 7.0041 2.7381 -1.4224
O6 5.9271 2.1561 -0.6632
H21 6.7467 3.2834 -2.3304
H22 7.5617 3.4162 -0.7764
H23 7.6440 1.8840 -1.6443
H24 6.2806 1.6625 0.0804
C7 3.7645 -4.7018 -2.0973
O7 4.7314 -3.7144 -2.4250
H25 2.7507 -4.3821 -2.3383
H26 4.0360 -5.5965 -2.6577
H27 3.8096 -4.8356 -1.0165
H28 4.6628 -2.9747 -1.8169

Results of the natural (NBO) charge analysis, in e, for atoms 1 through 4: atom 1 (C): -0.2427, atom 2 (O): -0.7066, atom 3 (H): 0.1527, atom 4 (H): 0.1818


## Q
Entry from the OMol25 dataset: a 7-piece molecular cluster, C7H28O7 overall (ωB97M-V/def2-TZVPD).

The LUMO energy is 0.58 eV. The structure (SMILES) is CO.CO.CO.CO.CO.CO.CO.

Element x y z (Å)
C1 2.1620 0.6744 3.7180
O1 1.1858 0.7662 2.6013
H1 2.4209 1.5665 4.2313
H2 1.8397 -0.0477 4.4599
H3 3.0490 0.3445 3.1674
H4 0.5327 1.4497 2.8747
C2 -2.8852 -1.4279 0.7339
O2 -2.0847 -0.4637 0.0138
H5 -2.1895 -2.1023 1.2908
H6 -3.4671 -0.8119 1.3962
H7 -3.6840 -2.0123 0.1724
H8 -1.8925 -0.6873 -0.8940
C3 -1.9423 2.7421 1.5966
O3 -1.7938 2.2567 0.3342
H9 -1.5093 2.0669 2.3266
H10 -1.3020 3.6332 1.5373
H11 -3.0067 2.9469 1.7607
H12 -2.1800 1.3636 0.2289
C4 1.4853 3.0974 -0.7254
O4 0.4508 3.9689 -1.1696
H13 2.3843 3.7002 -0.6017
H14 1.1495 2.6137 0.1792
H15 1.6028 2.3221 -1.4421
H16 -0.4016 3.4976 -1.0938
C5 0.4731 -3.7982 -2.5406
O5 -0.1470 -2.7129 -1.7851
H17 1.5414 -3.5340 -2.6910
H18 0.4061 -4.7732 -2.0332
H19 0.0727 -3.8932 -3.5441
H20 0.5038 -2.3944 -1.0927
C6 -0.7751 0.3846 -3.2736
O6 -1.3904 -0.7650 -2.7308
H21 -0.2444 0.0732 -4.1715
H22 -1.5204 1.0382 -3.5498
H23 0.0298 0.9007 -2.7885
H24 -0.8059 -1.4849 -2.4238
C7 2.2631 -1.9360 1.0956
O7 1.0364 -1.7405 0.3990
H25 2.2558 -1.7402 2.1804
H26 2.5953 -2.9179 0.9036
H27 3.1114 -1.3401 0.7161
H28 0.6702 -0.8237 0.6331

Results of the natural (NBO) charge analysis, in e, for atoms 1 through 4: atom 1 (C): -0.2609, atom 2 (O): -0.7468, atom 3 (H): 0.1793, atom 4 (H): 0.1729


Name the least stable of them. P.


## P
Entry from the OMol25 dataset: one molecule with the formula C3H5N3O3 (ωB97M-V/def2-TZVPD).

The LUMO energy is 0.37 eV. The structure (SMILES) is Nc1c(O)oc(=O)n1N.

Element x y z (Å)
N1 -0.9385 1.5884 -0.0589
C1 -0.4212 0.3108 0.0822
C2 -1.0038 -0.8845 -0.0171
O1 -2.2787 -1.2717 -0.0673
O2 -0.1096 -1.8648 0.0508
C3 1.1389 -1.3283 -0.0331
O3 2.1681 -1.9516 -0.0595
N2 0.9594 0.0502 -0.0210
N3 1.9789 0.9931 -0.0028
H1 -1.4286 1.7821 0.8240
H2 -1.5657 1.6001 -0.8613
H3 -2.2704 -2.2194 0.1705
H4 1.9378 1.5930 0.8261
H5 1.8333 1.6026 -0.8327

Results of the natural (NBO) charge analysis, in e, for atoms 1 through 4: atom 1 (N): -0.8344, atom 2 (C): 0.1050, atom 3 (C): 0.5037, atom 4 (O): -0.6552


## Q
Entry from the OMol25 dataset: one molecule with the formula C3H5N3O3 (ωB97M-V/def2-TZVPD).

The LUMO energy is -0.35 eV. The structure (SMILES) is NC(=O)N/N=C/C(=O)O.

Element x y z (Å)
N1 -1.4232 -2.4159 -1.2110
C1 -1.6016 -1.0873 -1.3931
O1 -2.7839 -0.8318 -1.1372
N2 -0.5932 -0.1447 -1.3099
N3 0.7180 -0.5047 -0.9436
C2 1.2206 0.2145 0.0582
C3 2.5765 -0.0562 0.6777
O2 2.7738 0.4373 1.6873
O3 3.4796 -0.8835 0.1039
H1 -0.4182 -2.7006 -1.1319
H2 -2.1601 -3.0435 -0.9599
H3 -0.8501 0.8936 -1.1834
H4 0.5450 0.9141 0.4513
H5 4.3292 -0.7550 0.6698

Results of the natural (NBO) charge analysis, in e, for atoms 1 through 4: atom 1 (N): -0.8252, atom 2 (C): 0.7538, atom 3 (O): -0.6498, atom 4 (N): -0.4865


Name the least stable of them. Q.


## P
Entry from the OMol25 dataset: one molecule with the formula C3H6N2S (ωB97M-V/def2-TZVPD).

The LUMO energy is 0.38 eV. The structure (SMILES) is [H]/N=C/NC(C)=S.

Element x y z (Å)
H1 -2.1242 -1.9896 1.8435
N1 -1.5427 -1.7209 1.0524
C1 -1.1347 -0.5419 1.2857
N2 -0.1510 0.1620 0.4542
C2 0.2515 -0.0880 -0.8104
C3 1.2552 0.9502 -1.1923
S1 -0.0449 -1.4152 -1.7999
H2 -1.3169 0.1010 2.1505
H3 0.2712 0.9820 0.9480
H4 2.2858 0.5794 -1.0390
H5 1.0863 1.1132 -2.2409
H6 1.1643 1.8678 -0.6517

Results of the natural (NBO) charge analysis, in e, for atoms 1 through 4: atom 1 (H): 0.3468, atom 2 (N): -0.5879, atom 3 (C): 0.2676, atom 4 (N): -0.6178


## Q
Entry from the OMol25 dataset: one molecule with the formula C3H6N2S (ωB97M-V/def2-TZVPD).

The LUMO energy is 0.96 eV. The structure (SMILES) is C=CS/C=N/N.

Element x y z (Å)
C1 2.3769 1.4791 0.1906
C2 1.1460 0.9335 0.3996
S1 1.0347 -0.6647 1.1263
C3 -0.5072 -1.1023 0.4936
N1 -1.0800 -0.5929 -0.5292
N2 -2.4182 -0.7862 -0.7211
H1 3.4098 1.0803 0.4084
H2 2.4100 2.3568 -0.4424
H3 0.2110 1.4104 0.0615
H4 -1.0936 -1.7862 1.2102
H5 -2.8264 -1.7851 -0.5769
H6 -2.6629 -0.5427 -1.6205

Results of the natural (NBO) charge analysis, in e, for atoms 1 through 4: atom 1 (C): -0.4135, atom 2 (C): -0.3627, atom 3 (S): 0.3098, atom 4 (C): -0.1575


## R
Entry from the OMol25 dataset: one molecule with the formula C3H6N2S (ωB97M-V/def2-TZVPD).

The LUMO energy is 0.64 eV. The structure (SMILES) is C=N/N=C/SC.

Element x y z (Å)
C1 -2.4005 1.2963 0.1758
N1 -1.5135 1.1039 -0.7617
N2 -0.3739 0.4521 -0.2959
C2 0.4028 0.0130 -1.2052
S1 1.8283 -0.9959 -0.9899
C3 1.9733 -1.1485 0.8150
H1 -2.3529 1.0035 1.2148
H2 -3.4269 1.5987 -0.2468
H3 0.0813 0.0970 -2.3018
H4 1.8213 -0.0830 1.2742
H5 1.0927 -1.6964 1.2211
H6 2.8682 -1.6406 1.1005

Results of the natural (NBO) charge analysis, in e, for atoms 1 through 4: atom 1 (C): -0.0785, atom 2 (N): -0.2779, atom 3 (N): -0.3768, atom 4 (C): -0.0573


## S
Entry from the OMol25 dataset: a 2-piece molecular cluster, C3H6N2S overall (ωB97M-V/def2-TZVPD).

The LUMO energy is 0.09 eV.

Element x y z (Å)
C1 0.7770 -0.4967 0.3878
C2 -0.2815 0.2122 -0.3032
C3 -1.2873 1.1775 0.3456
H1 2.5673 1.4862 0.4136
H2 3.6490 -0.1024 -0.4431
H3 0.2869 -1.4951 0.8700
H4 0.0195 0.7120 -1.2030
H5 -1.6869 1.9865 -0.1809
H6 -1.1884 1.6077 1.3718
N1 2.5968 0.3499 -0.4677
N2 2.0036 -0.5676 0.3707
S1 -1.9437 -0.5018 -0.1706

Results of the natural (NBO) charge analysis, in e, for atoms 1 through 4: atom 1 (C): 0.0817, atom 2 (C): -0.4124, atom 3 (C): -0.4411, atom 4 (H): 0.3049


Name the least stable of them. S.


## P
Entry from the OMol25 dataset: one molecule with the formula C3H6N2S (ωB97M-V/def2-TZVPD).

The LUMO energy is -0.04 eV. The structure (SMILES) is [H]/N=C(/C)NC=S.

Element x y z (Å)
H1 0.2616 1.0687 1.6161
N1 -0.6436 0.5819 1.3630
C1 -0.6394 -0.0576 0.2531
C2 -1.6125 -0.8145 -0.3397
N2 0.6911 -0.1302 -0.2443
C3 1.8372 0.7881 -0.1214
S1 2.0848 1.8872 1.0616
H2 -2.5505 -0.5665 0.0037
H3 -1.5218 -0.8639 -1.6236
H4 -1.4962 -1.9636 0.0663
H5 1.1140 -0.5743 -1.0909
H6 2.4753 0.6447 -0.9440

Results of the natural (NBO) charge analysis, in e, for atoms 1 through 4: atom 1 (H): 0.3605, atom 2 (N): -0.6475, atom 3 (C): 0.3659, atom 4 (C): -0.6431


## Q
Entry from the OMol25 dataset: one molecule with the formula C3H6N2S (ωB97M-V/def2-TZVPD).

The LUMO energy is 0.46 eV. The structure (SMILES) is C=N/N=C/CS.

Element x y z (Å)
C1 2.8725 -0.5128 0.2077
N1 1.9143 -0.2354 -0.6098
N2 0.7390 0.0418 0.1981
C2 -0.3100 0.0699 -0.5676
C3 -1.5467 0.6707 -0.0519
S1 -2.8597 -0.6518 -0.1138
H1 3.8420 -0.8602 -0.1853
H2 2.7078 -0.4235 1.2965
H3 -0.2987 -0.2897 -1.6009
H4 -1.5236 0.9948 1.0452
H5 -1.9421 1.4882 -0.5810
H6 -3.5948 -0.2919 0.9629

Results of the natural (NBO) charge analysis, in e, for atoms 1 through 4: atom 1 (C): -0.0665, atom 2 (N): -0.2854, atom 3 (N): -0.2935, atom 4 (C): 0.0955


Name the least stable of them. P.


## P
Entry from the OMol25 dataset: one molecule with the formula C3H6N2S (ωB97M-V/def2-TZVPD).

The LUMO energy is 0.31 eV. The structure (SMILES) is NC(N)=CC=S.

Element x y z (Å)
N1 -0.6935 1.3326 0.1688
C1 0.2272 0.4074 0.3485
N2 1.4225 0.6429 0.9577
C2 0.2512 -0.8252 -0.3542
C3 -0.7815 -1.3735 -0.9538
S1 -2.4312 -0.7950 -1.1122
H1 -0.6310 2.3962 0.2054
H2 -1.6080 0.9600 -0.1853
H3 1.3117 1.1475 1.9086
H4 2.2432 -0.1200 0.9001
H5 1.1788 -1.4374 -0.2995
H6 -0.4893 -2.3354 -1.5841

Results of the natural (NBO) charge analysis, in e, for atoms 1 through 4: atom 1 (N): -0.7926, atom 2 (C): 0.4976, atom 3 (N): -0.8051, atom 4 (C): -0.4629


## Q
Entry from the OMol25 dataset: one molecule with the formula C3H6N2S (ωB97M-V/def2-TZVPD).

The LUMO energy is 0.06 eV. The structure (SMILES) is NC(=S)N1CC1.

Element x y z (Å)
N1 1.7271 -0.1729 -0.6467
C1 0.8907 0.2811 0.4931
S1 1.3779 1.8118 1.0723
N2 -0.2963 -0.5298 0.8039
C2 -1.4760 0.3858 0.4809
C3 -1.1021 -0.5804 -0.6116
H1 2.7949 -0.0210 -0.0870
H2 1.9006 -1.1497 -0.6387
H3 -1.5078 1.5333 0.1618
H4 -2.3925 0.4471 1.2019
H5 -1.4124 -1.6329 -0.6603
H6 -0.5040 -0.3725 -1.5696

Results of the natural (NBO) charge analysis, in e, for atoms 1 through 4: atom 1 (N): -0.8335, atom 2 (C): 0.2453, atom 3 (S): -0.1176, atom 4 (N): -0.4208


## R
Entry from the OMol25 dataset: a 2-piece molecular cluster, C3H6N2S overall (ωB97M-V/def2-TZVPD).

The LUMO energy (alpha / beta) is -0.88 / -0.79 eV.

Element x y z (Å)
C1 -1.3665 0.4148 -0.0075
C2 0.9196 0.6254 -0.8728
C3 -0.3715 -0.1701 -0.7151
N1 -2.2675 0.8496 0.5575
N2 0.3842 -0.3405 1.8990
S1 -0.7268 -1.7947 -1.4343
H1 1.7431 -0.0490 -0.6460
H2 0.9088 1.3989 -0.2123
H3 1.1212 0.9236 -1.9348
H4 1.3349 -0.1934 1.6805
H5 0.0796 0.4618 2.4485
H6 -1.7591 -2.1265 -0.7627

Results of the natural (NBO) charge analysis, in e, for atoms 1 through 4: atom 1 (C): 0.1694, atom 2 (C): -0.6355, atom 3 (C): -0.1402, atom 4 (N): -0.3007


## S
Entry from the OMol25 dataset: one molecule with the formula C3H6N2S (ωB97M-V/def2-TZVPD).

The LUMO energy is 0.83 eV. The structure (SMILES) is NC(=S)N1CC1.

Element x y z (Å)
N1 -1.5994 0.8498 0.3456
C1 -0.4689 0.3084 -0.2480
S1 0.3795 1.0110 -1.4084
N2 -0.1830 -0.9746 0.3656
C2 1.1690 -1.4729 0.5419
C3 0.3854 -0.8680 1.6862
H1 -2.0046 1.6334 -0.2404
H2 -2.2514 0.2323 0.7660
H3 1.2772 -2.5814 0.5351
H4 2.0568 -0.9280 0.1502
H5 0.7522 0.1228 1.9863
H6 0.0625 -1.5863 2.4779

Results of the natural (NBO) charge analysis, in e, for atoms 1 through 4: atom 1 (N): -0.8054, atom 2 (C): 0.2180, atom 3 (S): -0.1103, atom 4 (N): -0.4467


Name the least stable of them. R.